A molecular structure, C20H56B4Mg2O10S5 in a non-equilibrium geometry, computed with wB97M-V/def2-TZVPD.

```
97
Properties=species:S:1:pos:R:3:forces:R:3
O 2.069 -3.465 -2.231 -1.2 -0.4 0.9
S -1.071 -1.564 -3.270 0.1 0.1 0.9
H -5.317 0.694 -1.275 -0.2 -0.4 0.2
H 0.336 -0.158 -4.697 -0.4 0.0 0.2
C -5.235 0.834 2.181 0.1 -0.4 0.8
H 3.113 2.331 -2.665 -0.2 0.0 0.2
H -6.144 2.174 0.693 -0.2 0.0 0.4
H -0.596 1.231 5.699 0.3 0.4 0.0
H -0.215 4.740 4.070 -0.4 0.0 0.2
O -4.877 -1.925 -0.217 0.3 0.5 -0.2
C -1.994 3.344 4.370 -0.8 1.3 -0.3
H -0.817 1.671 -2.413 -2.9 -2.8 0.9
S 1.872 -3.522 -0.782 1.5 1.6 0.2
C 3.782 2.473 -1.816 0.0 0.5 -0.7
H -0.333 0.254 4.283 -0.3 0.3 -0.5
H -1.212 -3.034 -5.803 0.0 0.1 0.1
H -5.230 -1.349 2.307 -0.1 0.0 -0.1
O 3.564 4.789 -0.548 -0.7 -0.7 0.5
H 0.892 0.256 -1.301 1.5 -0.2 -3.4
H -0.577 0.314 -0.331 -3.5 0.4 -0.2
H -1.751 -2.112 1.986 -3.1 -2.7 -1.2
H 0.858 1.881 -2.853 3.8 -1.7 0.4
C -4.924 0.772 -0.261 0.3 0.0 -0.3
H 5.112 0.713 -1.549 0.0 0.3 -1.0
H -2.344 1.701 3.171 0.5 -0.7 -0.1
S 2.958 3.474 -0.524 0.7 -0.8 -0.7
H -6.852 0.562 0.817 0.1 -0.1 -0.4
H -0.099 -4.294 -5.274 0.1 0.1 -0.4
H 3.404 -5.090 1.595 0.1 -0.1 0.0
S -4.151 -0.767 0.259 0.2 -0.3 1.6
O 1.446 2.788 5.111 -0.2 0.1 -0.8
H -0.755 3.810 2.661 -0.4 0.2 -0.1
H -6.038 0.769 2.915 0.2 0.0 0.3
O 0.766 -2.840 -0.059 1.0 -2.3 -1.7
C 4.661 1.529 0.243 0.6 0.5 1.0
O -0.864 -1.406 -1.804 -0.7 -0.7 -2.6
H 0.957 -1.806 -6.125 -0.4 -0.5 -0.2
H 3.629 -1.890 -0.644 -0.1 -0.2 0.0
C -1.000 -3.319 -3.674 -0.3 0.5 -0.2
H 0.884 -0.532 0.295 1.8 -2.4 2.0
H -2.763 3.800 3.747 -0.4 -0.2 -0.1
Mg -0.075 2.257 -1.007 1.6 -0.4 0.9
H 3.472 0.447 -1.147 -0.4 0.2 0.1
B -0.916 -1.497 2.285 0.0 0.0 1.9
C -2.032 1.850 4.204 0.2 -0.9 0.2
H 5.653 1.979 0.206 -0.1 0.7 0.1
C 2.203 -5.222 -0.171 -0.1 0.5 0.2
H -1.090 -0.526 1.848 -0.5 3.8 -1.0
C -4.528 -0.545 2.085 -0.3 0.0 -1.4
O 1.503 3.335 -0.681 2.3 1.1 0.7
H -2.833 1.495 4.853 0.1 -0.5 -0.1
C 3.575 -5.200 0.524 0.8 1.5 -0.2
H 5.213 -3.644 0.734 -0.2 -0.1 0.1
B -1.581 2.958 0.050 -1.7 0.9 1.3
O -2.247 -1.003 -3.926 1.2 -0.5 0.9
H 4.848 0.633 0.834 -0.4 -0.1 0.1
C 0.467 -1.117 -4.196 -0.1 0.1 0.8
H -3.600 -0.803 2.596 0.1 0.7 0.2
C -0.435 -3.276 -5.078 0.6 -0.4 -0.8
H 3.021 -2.564 0.918 0.1 0.6 0.1
H -2.296 3.692 5.358 0.9 0.0 0.3
H -4.146 1.534 -0.307 0.3 -0.1 0.2
C -0.621 1.253 4.610 -1.3 0.4 -0.2
C 3.362 -2.791 -0.092 -0.1 -0.7 1.3
H 4.117 -6.131 0.359 0.0 0.1 -0.1
C 0.763 -2.268 -5.156 -0.5 -0.3 0.4
C 4.238 1.223 -1.144 0.2 -2.1 -0.5
B 0.501 0.286 -0.295 1.3 0.1 0.2
H -0.382 -3.908 -2.996 0.1 0.5 0.1
S 0.551 2.475 4.002 0.1 -0.1 0.1
H -0.397 2.242 -4.015 -1.1 0.3 -3.6
H 4.845 -4.046 -0.942 0.2 -0.4 0.0
H 1.433 -5.406 0.578 -0.2 -0.4 -0.4
Mg -0.727 -1.414 0.270 -0.9 -0.5 -1.5
B -0.133 2.292 -2.970 -0.1 0.1 -2.6
H -0.908 -1.394 3.359 0.1 0.1 3.7
H 0.014 -1.887 1.902 3.5 -1.6 -0.7
H 2.215 -5.897 -1.027 -0.4 0.2 0.1
C -5.916 1.120 0.852 0.3 0.1 -0.8
H 4.648 3.023 -2.185 -0.1 0.4 0.3
C 4.410 -3.916 0.048 -1.2 -0.4 -0.8
H -1.802 2.037 -0.466 -1.9 -3.3 -1.6
H -0.107 3.253 -2.479 -0.2 4.0 0.5
H -1.223 3.643 -0.702 0.6 3.1 -2.6
O -2.692 -0.744 0.103 -1.6 0.2 -0.7
O 1.125 2.067 2.708 -0.7 0.6 1.6
H 3.782 2.919 1.756 0.1 0.3 -0.3
H -0.696 2.718 0.620 2.8 -0.6 3.1
C 3.564 2.381 0.834 -0.6 0.3 0.6
H 2.724 1.733 1.083 -0.2 0.1 -0.2
H -4.592 1.657 2.493 0.3 -0.2 -0.2
H -2.018 -3.709 -3.662 0.0 0.2 0.1
H -2.384 3.366 0.643 -2.9 1.3 2.1
H 1.669 -2.807 -4.879 0.0 0.2 0.2
H 0.796 1.191 0.213 1.4 2.6 2.2
C -0.727 3.832 3.751 2.6 -0.7 -0.3
H 1.249 -1.006 -3.445 -0.2 0.1 0.1
```
Forces are in eV/Å.

Output
* orbital gap: 9.2 eV
* total charge: 0
* ΔE to the lowest compared entry with this formula, charge and spin: 0.00 kcal/mol

These are the Mulliken partial charges, in e, on atoms 1 to 6: -0.654, 0.990, 0.568, 0.751, -0.154, 0.361

=====

A molecular structure, C20H56CuN4O10P in a non-equilibrium geometry, computed with wB97M-V/def2-TZVPD.

```
92
Properties=species:S:1:pos:R:3:forces:R:3
H -5.596 -0.787 -2.564 0.0 0.2 0.0
H -3.820 -1.910 -1.046 -0.2 0.1 0.0
H -4.138 0.219 6.681 0.3 -0.1 -0.3
H -2.986 0.916 4.658 -0.2 0.1 0.1
H -0.523 0.182 2.620 -0.1 -0.4 -0.5
N 1.865 0.159 -1.464 -0.1 0.9 -0.2
H -0.285 -2.326 2.218 0.0 0.1 0.0
C 1.123 -0.953 3.101 0.0 0.5 -1.6
H -3.763 -1.469 1.939 0.5 0.3 -0.1
C 1.780 -1.587 -3.154 -0.2 -0.3 0.8
C -3.763 0.626 2.659 0.6 0.2 -0.1
H -4.912 -1.279 6.004 0.2 0.0 0.3
C -1.765 -1.960 -1.659 -0.8 0.6 2.1
H -1.235 -1.851 -2.603 0.4 -0.3 0.2
H -1.951 1.683 2.656 -0.4 0.4 -0.3
O 4.312 -0.433 -4.283 0.0 0.2 0.5
H -2.280 -0.739 -0.148 0.4 0.0 0.6
C -4.941 -0.186 6.058 -1.0 0.5 -0.3
H 3.147 2.217 1.538 -0.1 -0.2 0.0
O -1.665 1.937 -0.359 -0.1 -1.7 -0.7
H 3.355 -1.240 -1.726 0.0 -0.2 -0.1
O -1.173 3.426 1.629 0.5 -0.8 0.1
H -1.633 0.027 -1.310 0.5 0.3 0.4
H 1.233 -3.057 2.730 -0.1 0.0 -0.1
C 4.307 0.501 4.182 -0.4 0.2 0.1
C 2.680 -0.645 -2.356 0.0 -0.2 -0.3
H 0.715 -1.125 4.102 0.2 0.0 0.1
H 5.860 2.092 1.348 -0.2 -0.2 0.3
H -0.411 -3.237 -0.504 0.1 0.4 -0.1
C -3.270 -1.999 -1.991 1.0 -0.4 0.2
H 1.266 -2.250 -2.447 0.3 -0.2 0.1
H 2.364 -2.188 -3.851 -0.2 0.1 -0.2
H 0.927 -1.074 -3.605 0.4 0.3 -0.5
H -2.463 1.251 1.200 0.4 0.1 0.0
H -1.384 0.142 -3.676 -0.6 0.2 -0.2
H -0.351 2.437 -5.349 0.1 0.0 -0.1
H 4.821 -0.439 4.406 0.3 0.1 0.1
N -1.449 -0.807 -0.739 -1.0 -0.1 -1.9
O -3.570 -0.972 -2.888 0.0 0.1 -0.4
O -0.401 1.717 -2.846 0.4 0.0 0.0
C -1.238 1.222 -3.852 0.5 -0.3 0.5
O 2.914 0.255 4.150 0.4 -0.1 -0.2
C -0.542 1.371 -5.189 -0.3 0.8 0.1
H 6.002 -0.798 -3.021 -0.5 0.4 0.2
O -1.329 4.426 -0.688 0.3 -0.4 -0.2
C -4.342 -0.544 1.871 -0.9 0.0 0.3
H 2.151 2.856 -0.337 -0.1 0.4 0.1
O -4.995 0.343 4.744 0.8 -0.2 0.6
C 3.578 0.228 -3.245 0.1 0.6 0.0
H -4.385 1.515 2.490 -0.4 -0.1 0.3
C 0.796 -2.174 2.240 0.1 -1.0 0.8
H 4.684 0.915 3.243 -0.1 -0.2 -0.2
H -0.873 1.856 -1.974 -0.2 0.2 -0.1
H 3.011 1.023 -3.734 -0.3 -0.2 -0.1
H 0.424 0.866 -5.202 -0.1 -0.2 -0.1
H -2.190 1.770 -3.862 -0.1 -0.3 0.0
H -4.505 -0.250 0.834 0.1 -0.2 -0.1
C 5.366 -1.225 -3.807 0.2 -0.4 -0.6
C -3.705 0.267 4.146 0.1 0.1 -1.0
N -2.420 0.912 2.174 -0.1 -0.9 0.4
H -5.866 0.141 6.545 0.0 -0.3 0.0
H 2.952 -0.358 2.161 -0.1 0.3 0.0
H -3.479 -2.998 -2.403 -0.3 0.1 -0.3
H 6.037 -1.360 -4.663 -0.1 -0.3 0.0
H -1.227 1.035 -5.973 0.3 -0.2 -0.1
O 0.610 2.861 -0.148 1.3 -1.2 0.1
N 0.486 0.189 2.428 -0.7 0.8 0.7
H 1.116 0.606 -2.010 0.0 -0.2 0.0
H 0.715 1.088 2.862 0.5 -0.2 -0.2
Cu 0.164 0.753 0.290 0.1 0.2 0.2
H 4.292 0.763 -2.607 0.0 -0.1 0.2
H 5.552 2.275 -0.347 -0.1 0.0 -0.1
H 4.063 3.665 1.194 -0.1 0.2 -0.1
C 5.104 1.904 0.579 0.0 0.3 -0.2
C -4.882 -1.001 -3.369 -0.3 -0.4 0.5
H -1.607 -4.123 -1.386 -0.2 0.1 0.1
H 1.133 -2.194 1.204 0.2 0.7 0.0
H 4.488 1.260 4.942 0.0 -0.2 0.2
H 3.137 -1.657 3.293 0.1 0.1 0.5
C 3.790 2.683 0.783 0.7 -0.2 0.1
H 4.951 0.831 0.450 -0.1 0.0 0.1
H -4.997 -0.275 -4.169 0.1 0.1 0.0
H 2.388 0.989 -1.166 0.1 -0.2 0.3
H 4.996 -2.200 -3.470 0.2 0.0 0.1
O 3.170 2.781 -0.456 -0.5 -0.2 -0.1
H -2.027 -3.264 0.109 -0.3 0.3 -0.1
H -5.154 -1.998 -3.744 0.1 0.0 -0.2
C 2.617 -0.694 3.151 -0.3 -0.7 -0.3
H -5.314 -0.815 2.306 -0.1 0.2 -0.2
C -1.455 -3.192 -0.817 0.7 -1.1 -0.9
P -0.889 3.209 0.123 -1.2 3.2 0.8
H -3.296 -0.754 4.169 -0.1 -0.1 0.4
```
Forces are in eV/Å.

Output
* orbital gap: 4.2 eV
* total charge: -2

These are the Mulliken partial charges, in e, on atoms 1 to 6: 0.314, 0.266, 0.310, 0.469, -0.122, -0.123

=====

9 unconnected molecules or ions with the total composition C20H56N13O10 in a non-equilibrium geometry, computed with wB97M-V/def2-TZVPD.

```
99
Properties=species:S:1:pos:R:3:forces:R:3
H 0.808 0.519 0.765 -0.1 -0.2 0.0
H -1.103 0.822 -4.668 -0.5 0.1 -0.6
H 0.996 -5.981 -0.347 0.3 0.3 0.2
H -0.139 1.380 3.368 -0.1 0.2 0.6
C 0.598 -4.425 -1.503 -0.6 0.4 -0.1
C 4.440 -1.140 -4.309 -1.3 3.8 -0.1
H -0.108 -2.624 -1.917 0.4 0.1 0.1
N 3.671 -1.650 2.019 0.1 4.3 3.5
H -2.428 -1.250 6.531 0.1 -0.3 -0.1
O 4.161 4.221 2.084 1.4 0.7 0.1
N -2.922 -1.299 4.036 5.4 1.5 -0.4
H 2.751 6.095 2.550 -0.6 0.4 -0.1
H -5.200 0.362 4.580 0.0 0.1 -0.4
H 0.119 4.984 -6.000 0.5 0.1 0.2
H -0.097 -1.202 3.814 -0.4 -0.4 0.3
H 2.684 -1.126 -1.176 -0.8 -0.3 0.4
H 0.407 -1.876 -4.200 -0.1 -0.1 0.0
H -0.980 1.792 0.630 -0.7 0.2 -0.1
O -0.032 4.130 -5.590 0.5 1.1 2.0
C 2.992 4.357 1.772 2.3 1.8 3.3
H 2.988 0.193 -0.091 0.0 0.2 0.0
C -1.546 -2.930 2.536 -1.3 0.8 0.5
C -2.611 -0.948 1.421 -0.9 -0.3 -0.9
H 3.764 -1.380 -2.513 0.1 -1.0 -0.1
C -1.632 0.621 4.903 -0.2 0.7 -0.8
H -1.811 1.151 2.875 0.2 0.2 -0.4
H 2.911 -1.239 2.543 0.3 0.0 0.2
H 4.592 -1.257 2.146 -0.3 -0.1 -0.2
H -1.729 1.634 5.294 -0.1 -0.1 0.5
H -2.414 1.895 -6.282 -0.2 0.6 -0.5
O -0.775 1.603 -5.119 0.6 1.6 -0.7
H -2.028 4.572 -6.102 -0.1 0.0 0.1
N 1.140 -4.987 -0.453 1.4 -2.9 1.7
H 1.391 1.621 -1.289 0.1 0.6 -0.3
O 0.169 -4.914 -2.501 -0.8 -1.9 -2.1
H -0.599 0.665 -0.348 0.2 -0.1 0.0
H -0.257 -3.093 -5.184 -0.6 0.3 0.2
C -3.057 -0.076 4.912 1.3 -0.1 -0.2
N 4.342 -3.054 0.527 0.9 -1.4 -2.0
C -2.084 -1.450 2.778 3.0 0.1 0.2
H 1.777 3.564 0.511 -0.4 -0.5 0.2
H 2.925 2.569 1.344 -0.3 -0.3 -0.8
O 2.223 -3.127 1.303 -0.8 0.1 -0.5
H 0.045 -0.867 -0.168 0.7 -0.1 0.3
H 3.431 0.226 -1.815 -0.3 0.9 -0.1
H -0.567 -2.952 2.058 -0.2 0.4 -0.4
C -1.531 3.660 1.086 1.2 -1.4 3.6
H -1.979 -1.184 0.565 1.3 0.4 0.5
H -3.386 -1.529 0.921 -1.2 -0.2 1.1
N 2.203 5.329 2.185 0.1 3.5 0.5
O -0.689 3.874 1.942 1.8 1.0 -0.3
N 0.489 -3.133 -1.281 -0.5 4.4 -0.3
H 5.268 -2.721 0.755 -0.1 -0.6 -0.7
O -2.453 -2.173 -5.226 -3.3 -0.5 0.2
H -2.541 2.471 -0.029 0.7 -1.4 -0.3
H -0.034 -0.699 2.185 -0.6 -0.4 -0.3
C -1.621 -1.736 -4.471 0.6 -1.5 -4.3
H 1.372 -4.368 0.311 0.1 -0.6 0.4
H -4.629 -1.377 3.670 -1.3 -0.6 -0.5
H -0.921 3.534 -7.097 -1.3 0.1 -1.0
H -4.028 1.301 3.487 -0.3 -0.8 -0.6
H -0.870 0.058 5.442 -0.5 -0.1 0.7
H 5.596 -1.191 -5.915 0.3 -0.6 0.1
H -2.911 0.096 1.335 0.1 0.1 0.3
H -2.483 2.676 -4.720 -0.3 0.1 0.3
C 3.346 -2.629 1.260 -1.3 -1.6 0.1
N 5.265 -1.733 -5.129 1.5 -0.7 -2.5
H -4.114 -1.250 6.429 -0.4 0.6 0.4
C 0.359 0.177 -0.168 -1.1 -0.1 -1.5
N -1.644 -0.585 -3.847 -0.7 2.1 2.5
C -1.281 3.779 -6.098 0.7 -1.7 -2.3
H 5.695 -2.548 -4.715 0.6 0.3 -1.1
C -0.709 -0.740 3.040 -1.0 2.7 0.5
H -0.777 -0.289 -3.422 -0.3 0.3 0.7
H -4.255 1.781 5.013 -0.1 -0.3 0.8
O 0.825 0.364 -2.656 0.1 -0.3 1.3
H 1.265 5.460 1.835 0.1 -0.2 0.3
N 4.237 -1.876 -3.255 -1.2 -1.7 3.4
H 1.010 -2.670 -0.551 -0.4 0.0 -0.1
C -3.264 -0.570 6.370 1.1 -1.3 -0.8
O 3.938 -0.009 -4.399 0.6 -0.9 -0.5
N -2.625 4.352 1.011 -2.5 3.1 -0.6
H -1.353 -3.397 3.502 -0.6 -0.3 0.0
C 2.651 -0.039 -1.102 0.9 -0.6 -0.2
H -2.533 -0.150 -3.646 0.3 -0.2 0.1
H -3.073 0.120 7.192 -0.9 0.6 -0.3
H -3.310 3.995 0.361 -0.3 1.3 0.2
C 1.264 0.540 -1.346 0.6 -0.3 -0.2
N -1.671 2.514 0.481 0.3 -2.0 -2.0
H 4.579 -2.825 -3.204 -0.4 0.3 0.5
N 2.312 3.372 1.346 -2.6 -5.7 -3.5
C -4.231 0.845 4.456 1.3 0.6 0.2
C -1.829 2.473 -5.567 0.3 -1.2 1.7
H -2.468 5.312 1.282 -1.0 0.1 -0.3
O -3.992 -2.044 3.938 -3.6 -1.3 0.1
H -2.285 -3.412 1.896 0.2 -0.7 0.4
N -0.418 -2.256 -4.642 3.8 -0.9 1.2
C -1.020 0.756 3.513 -0.4 -2.1 -0.9
H 4.052 -3.833 -0.047 1.1 -0.2 -0.1
```
Forces are in eV/Å.

Output
* 2S+1: 2
* orbital gap (spin up / spin down): 8.0 / 5.8 eV
* total charge: 0

These are the Mulliken partial charges, in e, on atoms 1 to 6: 0.468, 0.479, 0.222, 0.435, 0.447, 0.707

=====

Q: Which energy values were calculated for the entries above? A: -109887.0937, -102013.8529, -61490.1939, in eV.